Computed, not measured: C19H35N2O2RhSe2Si2 as an isolated structure, with ωB97M-V/def2-TZVPD.

Results
HOMO energy (spin up / spin down)   -6.84 / -7.26 eV
Spin multiplicity   5
Orbital gap (spin up / spin down)   7.232 / 5.348 eV
Energy relative to the best compared isomer or geometry (same formula, charge and spin)   0.0 kcal per mole
E   -6497.3367 Ha

Atoms and positions in Å:
Rh: -0.68910 -0.43645 -0.21753
C: 1.81520 0.78764 2.22097
Si: 2.46436 -0.21539 0.77536
C: 4.27198 0.28590 0.60848
C: 2.46399 -2.06494 1.09069
C: 1.50267 0.20236 -0.75840
C: 1.14795 1.64669 -0.80939
C: 2.02305 2.70512 -1.10222
C: 1.54121 3.99931 -1.16231
C: 0.18856 4.24159 -0.93798
C: -0.61245 3.15944 -0.63429
N: -0.14637 1.90998 -0.55391
Si: 1.96490 -0.45889 -2.41344
C: 2.28133 -2.30629 -2.43316
C: 0.59446 -0.05265 -3.62495
C: 3.53661 0.32721 -3.08298
H: 1.94779 0.24082 3.16157
H: 0.75040 1.00855 2.12109
H: 2.36252 1.73411 2.29277
H: 4.82599 0.06510 1.53031
H: 4.35608 1.36317 0.41997
H: 4.76339 -0.24518 -0.21463
H: 2.44966 -2.27464 2.16541
H: 3.36021 -2.53089 0.66383
H: 1.58363 -2.54277 0.65159
H: 3.07007 2.49171 -1.27777
H: 2.21193 4.82176 -1.38629
H: -0.22873 5.23758 -0.99990
H: -1.67851 3.28445 -0.46256
H: 1.36276 -2.85918 -2.63478
H: 2.70447 -2.66795 -1.48822
H: 2.99653 -2.53486 -3.23272
H: -0.38684 -0.32167 -3.21767
H: 0.72955 -0.59847 -4.56537
H: 0.58064 1.01874 -3.85573
H: 4.38554 0.14934 -2.41417
H: 3.42501 1.40969 -3.20930
H: 3.78580 -0.09422 -4.06526
O: -3.58634 2.52512 1.17039
C: -2.80088 1.60400 1.94017
C: -3.56923 0.29970 2.05960
C: -4.84014 0.60441 2.87432
O: -5.65784 -0.53699 3.12762
C: -4.04353 -0.28799 0.70551
Se: -3.06185 0.20230 -0.90773
C: -2.72504 -0.70186 2.84943
Se: -1.12438 -1.45923 1.99258
H: -3.03758 3.27740 0.93349
H: -2.62888 1.98964 2.94961
H: -1.83097 1.42521 1.47861
H: -5.41119 1.38697 2.37053
H: -4.53962 0.98091 3.85224
H: -6.01197 -0.86030 2.29413
H: -5.07258 0.00636 0.49831
H: -3.98427 -1.37476 0.73377
H: -3.34551 -1.55940 3.09498
H: -2.40959 -0.24723 3.79038
C: -0.64502 -5.01121 -0.69863
C: -0.72067 -3.58218 -0.98389
N: -0.78848 -2.46142 -1.20246
H: -1.29147 -5.24649 0.14529
H: 0.38057 -5.27584 -0.44614
H: -0.95979 -5.58292 -1.56926